1.
66
Properties=species:S:1:pos:R:3:forces:R:3:nbo_charge:R:1 method="wB97M-V/def2-TZVPD" spin_multiplicity=3 homo_lumo_gap_ev="1.992 / 4.823" s2=2.04 homo_energy_ev="-2.321 / -6.614"
C -0.64091 2.63440 -3.53877 0.0 -0.2 0.2 -0.2422
C -0.70096 1.70953 -2.48859 0.2 0.5 -0.5 0.2621
N 0.41286 1.19211 -1.96778 0.1 0.5 -0.4 -0.5084
C 1.61394 1.63826 -2.33689 -0.2 0.4 -0.6 0.2392
C 1.74827 2.57845 -3.36439 0.0 -0.2 0.3 -0.2462
C 0.60367 3.06304 -3.99228 0.0 -0.2 0.2 -0.1469
C -2.03989 1.33258 -1.88888 0.8 0.2 0.9 -0.7699
P -1.90399 -0.02128 -0.66802 0.2 0.4 1.3 0.9624
Au 0.25542 -0.02383 0.17926 -0.2 0.2 0.1 0.6649
P 2.46683 -0.22709 -0.45037 -0.6 -0.1 1.1 0.9274
C 2.84246 1.13973 -1.60008 0.1 -0.1 0.0 -0.7669
C -0.62616 -4.63631 0.49512 0.1 0.0 0.3 -0.2118
C -1.19219 -3.74039 1.41202 0.5 -0.1 0.0 -0.2233
C -0.52472 -3.46255 2.61354 0.0 -0.2 -0.1 -0.2019
C 0.68032 -4.11018 2.91927 -0.2 -0.1 -0.3 -0.2324
C 1.20434 -5.05962 2.03122 -0.3 0.1 0.0 -0.1620
C 0.55033 -5.32425 0.81997 0.0 0.3 0.2 -0.2474
O -1.49046 -2.01030 -6.74396 -0.4 0.2 0.9 -0.9420
O 0.26205 -2.06792 -3.06863 0.4 0.7 -1.8 -0.9474
H -1.57858 2.99198 -3.96011 0.3 0.1 0.0 0.2236
H 2.75193 2.90530 -3.62389 -0.2 0.1 -0.1 0.2228
H 0.68387 3.77190 -4.81322 0.0 -0.1 0.2 0.2271
C -3.14534 0.33337 0.58539 -0.6 -0.1 -0.2 -0.9666
C -2.31095 -1.53820 -1.53883 -0.4 -0.2 -0.3 -0.9906
H 3.60403 0.79636 -2.31804 -0.1 0.2 0.2 0.2430
H 3.27986 1.95492 -0.99645 -0.2 -0.2 -0.3 0.2720
H -2.73507 1.06694 -2.64851 -0.7 -0.2 -0.8 0.2359
H -2.44519 2.19652 -1.33405 0.3 -0.2 -0.2 0.2907
C 3.60095 -0.10050 0.93824 0.8 0.1 -0.1 -0.9567
C 2.78607 -1.74768 -1.35707 0.3 -0.3 -0.3 -0.9847
H -2.14761 -3.25585 1.18994 0.4 -0.1 0.1 0.2075
H -0.95554 -2.74277 3.31174 0.2 -0.2 -0.2 0.2287
H 1.19778 -3.88836 3.85571 -0.2 -0.1 -0.3 0.2204
H 2.11774 -5.59946 2.28852 -0.3 0.2 -0.1 0.2046
H 0.95687 -6.06779 0.13058 -0.1 0.3 0.2 0.2118
H -1.10012 -4.79345 -0.47485 0.0 -0.1 0.3 0.2062
H 0.20880 -2.90102 -3.57114 0.0 0.4 0.2 0.4884
H -1.68609 -2.00722 -7.67414 -0.1 0.0 -0.6 0.4726
H -2.32410 -1.73746 -6.32351 0.5 -0.2 -0.2 0.4701
H 0.51353 -1.38231 -3.75603 -0.5 -1.2 1.1 0.4897
H -4.15878 0.23399 0.17098 0.1 0.1 0.3 0.2196
H -2.99516 -0.37558 1.41009 -0.1 0.2 -0.2 0.2556
H -2.97083 1.35515 0.95228 0.1 -0.3 -0.1 0.2985
H -3.32487 -1.46376 -1.95567 0.2 -0.2 0.0 0.2230
H -1.56285 -1.71502 -2.33148 -0.5 0.1 0.5 0.2860
H -2.26201 -2.36839 -0.82186 0.0 0.2 -0.3 0.2497
H 3.66027 -1.60959 -2.00918 -0.1 -0.2 0.1 0.2224
H 2.98715 -2.54386 -0.62765 -0.1 0.1 -0.2 0.2553
H 1.90085 -2.01752 -1.96311 0.6 0.2 0.4 0.2933
H 4.58863 0.25109 0.60647 -0.1 -0.2 0.3 0.2266
H 3.17414 0.59607 1.67244 0.1 -0.2 -0.2 0.2803
H 3.68789 -1.09591 1.39507 0.0 0.3 -0.1 0.2538
O 0.14024 0.89498 2.31755 0.7 -2.1 -0.7 -0.5385
C -0.34200 2.08440 2.11638 -1.0 3.9 3.1 0.5849
O -0.73645 2.56992 1.02898 -0.2 -0.7 -1.8 -0.8122
C -0.44705 2.93444 3.36308 0.5 -2.2 -2.3 -0.1692
C -1.04472 4.20405 3.29520 -0.6 1.5 0.4 -0.2650
C -1.18653 4.98692 4.44721 0.2 -0.7 -0.9 -0.2270
C -0.71651 4.50940 5.68166 -0.1 0.3 0.5 -0.3426
C -0.10192 3.24890 5.75157 0.1 -0.6 -0.9 -0.2307
C 0.02850 2.46552 4.59866 0.3 0.1 1.7 -0.2699
H -1.39793 4.55925 2.32674 0.1 0.0 0.3 0.2106
H -1.66224 5.96727 4.37892 0.1 -0.2 0.0 0.1932
H -0.82551 5.11794 6.58139 0.0 -0.2 -0.2 0.1896
H 0.27761 2.87025 6.70290 -0.1 0.1 -0.2 0.1920
H 0.49599 1.48046 4.63930 -0.1 0.3 0.1 0.1968


2.
91
Properties=species:S:1:pos:R:3:forces:R:3:mulliken_charge:R:1 method="wB97M-V/def2-TZVPD" spin_multiplicity=1 homo_lumo_gap_ev=7.405 homo_energy_ev=-8.881
O 2.03462 -1.64286 1.04577 -0.4 0.5 0.1 -0.5101
C 1.18879 -0.78908 0.92353 -1.1 0.7 -0.2 -0.1089
C 1.50712 0.61158 0.27806 -1.0 0.1 0.0 -0.4610
C 0.56281 1.19360 -0.51137 -1.4 -0.7 -0.1 -0.5203
P 0.84576 2.89165 -1.26660 0.7 0.6 0.8 0.6897
O -0.17478 3.90600 -0.34443 0.5 -2.1 -0.5 -0.4536
Br 0.04327 3.02336 -3.37580 -0.5 -0.2 0.5 -0.2255
C -0.81322 0.46301 -0.77342 0.5 -0.9 1.6 0.6022
O -1.38821 0.47748 -1.83395 0.3 0.4 0.5 -0.6500
C -1.36009 -0.33065 0.46045 0.6 -0.3 1.0 0.5653
C -2.77306 -0.38535 0.72871 2.1 -1.2 1.4 -0.7735
C -3.20405 -1.12884 1.93684 2.1 0.5 -0.9 -0.2951
C -2.19874 -1.74891 2.79330 -0.4 0.6 -2.2 -0.3605
C -0.73086 -1.69811 2.52019 -1.6 1.0 -2.8 -1.2231
C -0.30618 -0.97922 1.33901 -2.1 0.3 0.0 0.8646
H 2.48195 1.11139 0.51577 -0.9 -0.7 -0.4 0.4449
H -0.54651 3.34161 0.36344 -0.2 0.6 -0.3 0.2947
H -3.46427 0.14894 0.03933 0.5 -0.6 0.7 0.3953
H -4.30891 -1.14863 2.15510 1.7 -0.2 -0.2 0.1443
H -2.58866 -2.26583 3.70295 0.4 0.3 -1.3 0.6772
H 0.02177 -2.15984 3.18924 -0.8 0.2 -0.8 0.7180
C 3.80238 1.40275 -3.33237 0.0 0.1 -0.3 -0.2508
Cl 4.79693 1.41335 -1.86802 0.0 0.1 0.0 -0.1745
Cl 2.36406 0.40062 -3.12302 0.2 -0.2 -0.2 -0.0856
H 3.49300 2.42159 -3.55501 -0.1 -0.1 0.2 0.2355
H 4.39171 1.00721 -4.15521 0.0 -0.1 0.2 0.3466
C -3.60512 3.00075 -1.91688 0.2 0.0 -0.2 0.2129
Cl -3.68535 3.45319 -0.20717 0.1 0.0 0.1 -0.1778
Cl -5.20770 2.60470 -2.55002 0.0 0.0 -0.1 -0.1303
H -3.19716 3.83328 -2.48351 -0.1 0.0 0.1 0.3396
H -2.96022 2.13231 -2.02145 -0.1 0.0 0.0 -0.2034
C 3.32136 -4.71534 1.53871 -0.2 0.1 -0.1 0.1218
Cl 4.01519 -4.52591 3.15439 0.0 0.1 0.1 -0.1880
Cl 4.20271 -5.92799 0.59809 0.0 0.0 0.0 -0.1709
H 2.28563 -5.02940 1.63464 0.1 -0.1 0.0 0.1905
H 3.37141 -3.76174 1.02109 0.1 -0.1 0.1 0.0633
C 0.71372 -4.29410 -1.62052 0.1 0.1 -0.1 -0.1959
Cl 0.78277 -5.84161 -0.76957 0.0 0.0 0.0 -0.1682
Cl -0.77686 -3.42272 -1.24953 0.0 0.1 0.0 -0.0935
H 1.56111 -3.68571 -1.31351 -0.1 -0.1 0.1 0.1067
H 0.75937 -4.47778 -2.69047 -0.1 -0.1 0.1 0.3629
C -6.70787 -2.95440 3.75503 -0.2 -0.1 0.1 -0.2975
Cl -6.27955 -4.02314 2.41543 -0.1 0.0 0.0 -0.1428
Cl -5.37857 -1.85589 4.14988 -0.3 0.0 0.5 -0.1209
H -7.57733 -2.36675 3.47349 0.2 0.0 0.0 0.2857
H -6.93664 -3.55796 4.62904 0.1 0.0 -0.1 0.2984
C 0.06509 -1.07153 6.29355 -0.1 0.2 0.3 -0.3582
Cl 0.63463 -2.64646 6.85759 0.0 0.0 0.0 -0.1538
Cl -1.20849 -1.24860 5.07317 0.6 0.7 2.4 -0.0644
H -0.32919 -0.51519 7.13999 0.0 -0.1 0.0 0.3155
H 0.90009 -0.53188 5.85369 -0.1 -0.1 -0.1 0.2646
C -8.17501 4.56046 -4.34170 0.1 0.2 0.1 -0.3440
Cl -8.57850 2.85676 -4.08533 0.1 0.1 0.0 -0.0812
Cl -9.19591 5.28831 -5.58692 0.1 0.0 0.1 -0.1488
H -8.31913 5.09992 -3.40952 -0.1 -0.1 -0.1 0.3036
H -7.13619 4.63101 -4.65263 -0.1 -0.1 0.0 0.2676
C 6.37395 -7.57892 4.07179 -0.2 0.1 -0.1 -0.0547
Cl 6.14186 -9.19960 4.73665 -0.1 0.0 0.0 -0.1594
Cl 8.08098 -7.11552 4.09169 0.0 0.0 0.0 -0.1583
H 6.01690 -7.56386 3.04550 0.1 0.0 0.1 0.1692
H 5.80930 -6.86858 4.66900 0.1 -0.1 0.0 0.1799
C 8.42202 1.69071 -2.74251 -0.1 0.0 0.2 0.0074
Cl 8.19385 2.15580 -4.43349 -0.1 0.0 0.0 -0.1608
Cl 9.87178 0.69994 -2.54174 0.0 0.0 0.1 -0.1571
H 8.52254 2.58941 -2.13996 0.1 0.0 -0.1 0.2654
H 7.55637 1.12021 -2.41316 0.2 0.0 -0.1 0.0401
C -11.57255 1.49550 -5.99723 0.0 0.0 0.2 0.3558
Cl -11.99916 3.07852 -6.65451 0.0 0.0 0.1 -0.1571
Cl -11.48955 0.26967 -7.26875 0.0 -0.1 0.1 -0.1663
H -10.60306 1.56671 -5.51333 -0.1 0.0 -0.2 -0.2999
H -12.32678 1.20039 -5.27272 0.0 0.0 -0.2 0.2716
C 10.93032 -4.54855 4.46077 -0.1 0.0 -0.1 0.1686
Cl 10.83204 -3.27208 5.67983 -0.1 0.0 0.0 -0.1562
Cl 12.38243 -5.53282 4.67648 0.0 0.0 -0.1 -0.1506
H 10.05622 -5.18737 4.54961 0.1 0.1 0.1 -0.1069
H 10.95722 -4.09261 3.47490 0.1 0.0 0.1 0.2665
C 2.68394 6.49542 -1.37122 -0.1 0.2 -0.1 -0.3607
Cl 3.21149 4.88728 -0.85191 0.5 0.5 0.1 -0.0650
Cl 1.36602 6.39097 -2.54371 0.0 0.0 0.0 -0.1572
H 2.34001 7.05040 -0.50258 0.0 -0.1 -0.1 0.3302
H 3.52141 7.00877 -1.82848 -0.1 -0.2 -0.1 0.2666
C -8.64119 -0.84001 -2.66925 -0.1 0.1 0.2 -0.2516
Cl -8.86534 -0.39016 -4.36448 -0.1 -0.1 0.0 -0.1458
Cl -7.19717 -1.83465 -2.45250 0.0 0.0 0.1 -0.1493
H -8.53740 0.06528 -2.07631 0.1 0.0 -0.1 0.2257
H -9.50949 -1.40251 -2.33703 0.1 0.0 -0.1 0.3197
C 5.27013 7.27561 1.19762 0.0 -0.2 0.1 -0.1267
Cl 5.66207 8.24702 2.62000 0.0 -0.1 0.0 -0.1583
Cl 5.10774 8.28530 -0.24651 0.2 0.1 0.1 -0.1577
H 6.06522 6.55355 1.03362 0.0 0.2 0.0 0.2890
H 4.33095 6.75743 1.37239 0.0 0.1 0.0 0.1644